Entry 1:
DFT (ωB97M-V/def2-TZVPD) results for a molecular structure, C3H4CuO5 in a non-equilibrium geometry.

Computed properties:
Gap between HOMO and LUMO (spin up / spin down) ... 0.3022 / 0.2757 Ha
Energy above the lowest of the compared OMol25 structures with the same formula, charge and spin ... 45.5 kcal per mole
Expectation value of S² ... 0.7570
Multiplicity ... 2
HOMO (spin up / spin down) ... -0.3166 / -0.3167 Eh
E_LUMO (spin up / spin down) ... -0.39 / -1.12 eV

Geometry (Å):
C 1.26950 -2.11138 1.53591
C 1.48328 -1.98494 0.13558
O 0.87086 -1.20751 -0.75883
C 0.02674 -0.13416 -0.60961
O -0.20397 0.48919 -1.62378
O -0.40307 0.18054 0.55269
O 0.23692 -2.53845 2.08202
H 2.13475 -1.81334 2.14818
H 2.27457 -2.57326 -0.32761
H -1.02507 1.04074 0.59730
O -2.36216 3.66203 -0.83809
H -2.86471 4.46240 -0.70166
Cu -1.43764 2.52813 -2.19210

=====

Entry 2:
DFT (ωB97M-V/def2-TZVPD) results for a molecular structure, C3H4ErLiO3 in a non-equilibrium geometry.

Computed properties:
Net charge ... +3
Gap between HOMO and LUMO (spin up / spin down) ... 0.2168 / 0.1762 Ha
Energy above the lowest of the compared OMol25 structures with the same formula, charge and spin ... 103.5 kcal per mole
Expectation value of S² ... 6.0442
Multiplicity ... 5
HOMO (spin up / spin down) ... -0.8080 / -0.8120 Eh
E_LUMO (spin up / spin down) ... -16.09 / -17.30 eV

Geometry (Å):
O -0.60258 0.32658 -1.07586
C -0.98676 -0.76124 -0.43491
C 0.03591 -1.76786 -0.21354
H -0.84934 0.38985 1.04046
H -1.91696 -1.16234 -0.87227
H 1.01787 -1.64362 -0.67677
H -0.20280 -2.61608 0.43152
Li 0.39105 1.91288 -1.66406
O -0.33971 2.61212 0.05740
C -0.08955 1.56146 0.65489
O 1.14934 1.25353 0.79851
Er 2.39354 -0.10528 1.95463

=====

Entry 3:
DFT (ωB97M-V/def2-TZVPD) results for a single C3H4F2 molecule in a non-equilibrium geometry.

Computed properties:
Gap between HOMO and LUMO ... 0.4071 Ha
Energy above the lowest of the compared OMol25 structures with the same formula, charge and spin ... 38.0 kcal per mole
Structure (SMILES) ... C=C(F)CF
HOMO ... -0.3711 Eh
E_LUMO ... 0.98 eV

Geometry (Å):
C 0.94427 1.08816 -0.15821
C 0.39942 -0.06649 0.11559
F 1.19729 -1.11077 -0.16708
C -0.97915 -0.63584 0.05059
F -2.00945 0.14806 -0.20537
H 2.10737 1.12318 -0.00913
H 0.37221 1.98208 0.09108
H -0.82488 -1.50818 -0.85599
H -1.20709 -1.02020 1.13852

=====

Question: Look up the energy above the lowest of the compared OMol25 structures with the same formula, charge and spin of the third one.
Answer: 38.0 kcal per mole

=====

Question: Look up the energy above the lowest of the compared OMol25 structures with the same formula, charge and spin of the second one.
Answer: 103.5 kcal per mole

=====

Question: What is the formula in the second record?
Answer: C3H4ErLiO3

=====

Question: energy above the lowest of the compared OMol25 structures with the same formula, charge and spin of number 2 (C3H4ErLiO3)?
Answer: 103.5 kcal per mole